The following is a DFT calculation (ωB97M-V/def2-TZVPD) of a structure of composition C41H42FN9O6PtSSe.

Output
Energy relative to the best compared isomer or geometry (same formula, charge and spin): 0.4 kcal per mole
HOMO: -11.7 eV
Gap between HOMO and LUMO: 6.65 eV
LUMO: -5.071 eV

```
! RIJCOSX wB97M-V def2-TZVPD def2/J DEFGRID3
* xyz 2 1
Pt 0.830 -0.144 2.831
C 4.483 1.490 -4.302
C 3.648 2.654 -3.792
N 2.489 2.220 -3.002
C 2.649 2.050 -1.661
C 1.668 1.668 -0.816
C 1.907 1.513 0.658
O 2.258 2.456 1.353
O 1.704 0.295 1.066
C 0.315 1.508 -1.295
O -0.654 1.317 -0.564
C 0.176 1.607 -2.760
C -1.068 1.354 -3.335
C -1.226 1.417 -4.690
F -2.456 1.236 -5.215
C -0.150 1.694 -5.545
C 1.086 1.948 -4.974
C 1.263 1.938 -3.583
N -0.276 1.714 -6.960
C 0.062 2.936 -7.675
C 0.809 2.552 -8.968
N 0.499 1.109 -9.254
C -0.972 0.844 -9.121
C -1.355 0.998 -7.631
H 5.343 1.858 -4.862
H 3.900 0.835 -4.951
H 4.854 0.888 -3.471
H 3.287 3.277 -4.608
H 4.241 3.306 -3.154
H 3.648 2.251 -1.294
H -1.912 1.138 -2.692
H 1.927 2.127 -5.632
H 0.688 3.574 -7.060
H -0.842 3.505 -7.922
H 1.890 2.636 -8.879
H 0.477 3.132 -9.827
H 0.971 0.553 -8.538
H 0.853 0.831 -10.167
H -1.176 -0.154 -9.498
H -1.475 1.568 -9.758
H -1.480 0.023 -7.169
H -2.312 1.522 -7.579
N 0.895 -1.755 6.588
C -0.104 -2.763 6.717
C 0.069 -3.786 7.628
C -0.891 -4.786 7.726
C -1.998 -4.769 6.897
C -2.156 -3.744 5.971
C -1.218 -2.730 5.900
S -1.506 -1.338 4.851
N 0.120 -0.830 4.604
C 1.029 -0.995 5.497
C 2.298 -0.240 5.274
C 3.298 -0.099 6.206
C 4.384 0.719 5.904
C 4.418 1.368 4.690
C 3.379 1.179 3.791
N 2.352 0.385 4.083
H 1.669 -1.816 7.225
H 0.949 -3.808 8.261
H -0.763 -5.580 8.449
H -2.742 -5.550 6.965
H -3.022 -3.721 5.320
H 3.250 -0.591 7.168
H 5.181 0.848 6.623
H 5.236 2.024 4.426
H 3.328 1.672 2.827
C -2.186 -4.450 1.832
C -1.687 -4.188 0.414
C -1.437 -2.701 0.129
C -0.736 -2.479 -1.248
C -1.446 -3.088 -2.451
C -2.767 -1.976 0.110
O -3.749 -2.376 -0.461
N -2.818 -0.753 0.777
C -1.822 -0.222 1.531
O -2.099 0.883 2.096
N -0.667 -0.874 1.693
C -0.451 -2.139 1.145
O 0.540 -2.761 1.452
H -2.399 -5.510 1.973
H -3.114 -3.905 2.031
H -1.444 -4.159 2.578
H -2.432 -4.535 -0.301
H -0.758 -4.727 0.226
H 0.262 -2.910 -1.140
H -0.606 -1.403 -1.391
H -1.434 -4.178 -2.418
H -0.928 -2.781 -3.363
H -2.483 -2.767 -2.524
H -3.685 -0.240 0.728
Se -0.694 2.262 2.597
C -1.871 2.726 4.011
C -3.216 2.991 3.784
C -3.986 3.392 4.865
N -3.503 3.550 6.098
C -2.212 3.303 6.295
C -1.353 2.877 5.289
H -3.652 2.884 2.800
H -5.041 3.606 4.734
H -1.844 3.439 7.307
H -0.311 2.674 5.503
*
```

The following is a DFT calculation (ωB97M-V/def2-TZVPD) of a structure of composition C41H42HgN8OS2.

Output
Energy relative to the best compared isomer or geometry (same formula, charge and spin): 27.8 kcal per mole
HOMO (spin up / spin down): -0.7 / -3.6 eV
Gap between HOMO and LUMO (spin up / spin down): 2.70 / 5.55 eV
LUMO (spin up / spin down): 2.002 / 1.963 eV

```
! RIJCOSX wB97M-V def2-TZVPD def2/J DEFGRID3
* xyz -1 2
Hg -0.565 -0.881 0.581
C -2.592 0.472 4.363
C -1.764 0.883 3.183
N -2.402 0.947 2.010
N -3.684 0.853 1.976
C -4.303 0.929 0.707
S -3.727 0.911 -0.845
S -6.078 1.048 0.801
C -6.431 2.833 0.710
C -5.733 3.675 -0.354
C -4.762 4.564 0.016
C -4.165 5.376 -0.962
C -4.477 5.283 -2.308
C -5.495 4.363 -2.680
C -6.090 3.580 -1.684
C -0.457 1.517 3.236
C -0.004 1.956 4.498
C 0.946 2.997 4.594
C 1.718 3.287 3.441
C 1.346 2.674 2.240
C 0.393 1.651 2.151
O 0.408 0.943 1.020
H -3.463 -0.128 4.018
H -2.933 1.306 4.942
H -2.030 -0.119 5.092
H -6.350 3.372 1.695
H -7.516 2.798 0.494
H -4.483 4.787 1.029
H -3.491 6.147 -0.550
H -3.931 5.852 -3.071
H -5.819 4.244 -3.731
H -6.997 3.062 -2.027
H -0.362 1.526 5.403
H 1.110 3.495 5.569
H 2.509 4.024 3.502
H 1.819 2.956 1.293
C 4.050 -0.030 0.816
N 3.177 0.156 -0.388
C 3.736 1.089 -1.331
C 2.906 1.488 -2.504
N 1.627 1.175 -2.585
C 1.144 1.864 -3.715
C -0.120 2.034 -4.153
C -0.306 2.877 -5.246
C 0.759 3.605 -5.834
C 2.073 3.421 -5.456
C 2.245 2.532 -4.365
N 3.346 2.311 -3.493
C 3.586 -1.127 1.705
N 2.425 -1.768 1.583
C 2.419 -2.753 2.590
C 1.408 -3.657 2.911
C 1.740 -4.474 3.960
C 2.863 -4.321 4.776
C 3.814 -3.306 4.599
C 3.596 -2.592 3.447
N 4.276 -1.542 2.829
H 4.387 0.875 1.372
H 5.046 -0.414 0.381
H 2.238 0.362 -0.055
H 4.604 0.568 -1.735
H 4.082 2.053 -0.857
H -0.894 1.395 -3.750
H -1.293 2.991 -5.681
H 0.376 4.150 -6.709
H 2.950 3.903 -5.881
H 4.227 2.792 -3.544
H 0.424 -3.713 2.375
H 1.022 -5.246 4.239
H 3.086 -5.112 5.509
H 4.725 -3.027 5.151
H 5.170 -1.222 3.124
C 3.117 -2.942 -2.618
N 1.761 -3.615 -2.432
C 1.988 -5.032 -1.981
C 0.970 -2.845 -1.425
C -0.386 -3.393 -1.050
C -1.019 -4.440 -1.830
C -2.109 -5.083 -1.386
C -2.680 -4.729 -0.136
C -2.245 -3.616 0.511
C -1.113 -2.843 -0.006
H 3.724 -3.619 -3.230
H 3.603 -2.933 -1.620
H 2.959 -1.970 -3.020
H 1.301 -3.569 -3.322
H 2.499 -5.017 -1.020
H 2.602 -5.553 -2.704
H 1.053 -5.561 -1.789
H 0.866 -1.762 -1.800
H 1.567 -2.710 -0.562
H -0.586 -4.743 -2.807
H -2.551 -5.966 -1.831
H -3.539 -5.278 0.213
H -2.841 -3.300 1.402
*
```